Entry from the Open Molecules 2025 dataset: an isolated molecule of C4H6N2S in a non-equilibrium geometry (wB97M-V/def2-TZVPD).

ΔE to the lowest compared entry with this formula, charge and spin   64.2 kcal/mol
SMILES   C=CS/C=N\N=C
HOMO-LUMO gap   9.188 eV
HOMO energy   -8.55 eV
2S+1   1
DFT total energy   -663.6263 Eh

Geometry as XYZ:
```
13
Properties=species:S:1:pos:R:3:forces:R:3:nbo_charge:R:1
C -3.340 -0.440 -0.002 1.1 0.1 0.1 -0.414
C -2.164 0.218 0.008 -1.0 0.3 -0.1 -0.374
S -0.616 -0.612 0.000 0.2 0.2 0.0 0.325
C 0.450 0.790 -0.004 0.2 -0.8 0.0 -0.045
N 1.719 0.757 0.002 0.0 0.0 0.0 -0.327
N 2.214 -0.558 0.000 0.5 -0.1 0.0 -0.300
C 3.485 -0.600 -0.002 -0.2 1.2 0.1 -0.044
H -3.426 -1.537 0.009 0.2 0.6 0.0 0.206
H -4.260 0.118 -0.017 -0.2 0.1 0.0 0.209
H -2.127 1.337 0.007 -0.1 -1.1 0.0 0.216
H -0.023 1.745 -0.016 -0.3 0.6 0.0 0.198
H 3.988 -1.542 -0.004 0.1 -0.6 0.0 0.182
H 4.100 0.323 0.021 -0.4 -0.5 -0.1 0.169
```
Positions in Å, forces in eV/Å.

=====

Entry from the Open Molecules 2025 dataset: an isolated molecule of C4H6N2S (wB97M-V/def2-TZVPD).

ΔE to the lowest compared entry with this formula, charge and spin   53.2 kcal/mol
SMILES   S[C@@H]1[C@@H]2C=NN[C@H]12
HOMO-LUMO gap   9.469 eV
HOMO energy   -8.63 eV
2S+1   1
DFT total energy   -663.6438 Eh

Geometry as XYZ:
```
13
Properties=species:S:1:pos:R:3:forces:R:3:nbo_charge:R:1
S 2.072 -0.874 -0.101 0.1 0.0 0.2 0.010
C 1.006 0.554 -0.154 -0.2 -0.4 0.1 -0.379
C -0.294 0.671 0.625 -0.2 0.0 0.0 -0.311
C -0.945 -0.592 1.045 0.0 -0.2 -0.5 -0.004
N -1.258 -1.387 0.081 0.2 0.4 0.6 -0.204
N -0.817 -0.835 -1.100 -0.3 0.1 -0.6 -0.443
C -0.290 0.485 -0.899 0.1 0.0 0.3 -0.068
H 2.701 -0.540 1.047 -0.1 -0.1 -0.2 0.122
H 1.517 1.483 -0.283 0.2 0.4 0.0 0.227
H -0.518 1.596 1.156 0.1 -0.2 -0.2 0.234
H -1.179 -0.857 2.062 -0.1 -0.1 0.1 0.208
H -1.482 -0.965 -1.858 0.3 0.0 0.3 0.385
H -0.515 1.260 -1.620 -0.1 -0.1 0.0 0.224
```
Positions in Å, forces in eV/Å.

=====

Entry from the Open Molecules 2025 dataset: an isolated molecule of C4H6N2S in a non-equilibrium geometry (wB97M-V/def2-TZVPD).

ΔE to the lowest compared entry with this formula, charge and spin   51.8 kcal/mol
SMILES   N#C/C=N\CCS
HOMO-LUMO gap   8.708 eV
HOMO energy   -9.18 eV
2S+1   1
DFT total energy   -663.6460 Eh

Geometry as XYZ:
```
13
Properties=species:S:1:pos:R:3:forces:R:3:nbo_charge:R:1
N 3.933 -0.997 0.607 0.9 -0.3 0.8 -0.248
C 3.148 -0.456 -0.020 0.2 -0.5 0.6 0.184
C 2.186 -0.026 -0.944 -3.5 0.2 0.0 -0.008
N 0.895 -0.093 -0.751 2.7 0.8 -2.0 -0.312
C 0.395 -0.411 0.531 -2.2 0.2 1.0 -0.290
C -1.158 -0.036 0.680 0.9 -2.1 1.0 -0.513
S -2.072 -1.179 -0.389 0.2 0.6 -1.7 -0.068
H 2.644 0.340 -1.843 -0.5 0.1 -0.7 0.219
H 0.996 0.132 1.241 0.2 -0.1 0.9 0.199
H 0.342 -1.490 0.697 0.7 0.0 0.1 0.231
H -1.548 -0.179 1.756 0.8 0.3 -1.7 0.234
H -1.461 0.880 0.276 0.2 1.8 0.0 0.222
H -1.648 -0.521 -1.595 -0.6 -1.1 1.6 0.150
```
Positions in Å, forces in eV/Å.

=====

Entry from the Open Molecules 2025 dataset: an isolated molecule of C4H6N2S in a non-equilibrium geometry (wB97M-V/def2-TZVPD).

ΔE to the lowest compared entry with this formula, charge and spin   82.7 kcal/mol
SMILES   [H]/N=C(/C=S)N1CC1
HOMO-LUMO gap   7.651 eV
HOMO energy   -9.12 eV
2S+1   1
DFT total energy   -663.5967 Eh

Geometry as XYZ:
```
13
Properties=species:S:1:pos:R:3:forces:R:3:nbo_charge:R:1
H -1.869 -0.938 -0.593 -0.3 -0.5 1.7 0.334
N -1.607 -1.259 0.391 1.3 0.0 -1.1 -0.582
C -0.348 -0.929 0.443 -3.2 0.5 -1.7 0.308
C 0.521 -1.206 1.531 3.5 1.1 0.9 -0.284
S 2.100 -0.676 1.400 -1.4 -1.5 1.0 0.087
N 0.160 -0.172 -0.603 -0.1 -4.1 -0.7 -0.441
C -0.526 0.889 -1.219 -0.9 1.7 -0.7 -0.273
C 0.798 0.996 -0.489 1.9 4.4 2.2 -0.202
H 0.181 -1.594 2.482 -0.4 -0.3 -0.3 0.238
H -0.592 0.947 -2.348 0.2 -0.3 1.5 0.216
H -1.405 1.301 -0.660 0.8 -0.4 -0.6 0.204
H 1.793 1.215 -0.934 -0.9 -0.5 -0.1 0.210
H 0.795 1.427 0.598 -0.4 -0.2 -2.1 0.184
```
Positions in Å, forces in eV/Å.

=====

Entry from the Open Molecules 2025 dataset: an isolated molecule of C4H6N2S2 in a non-equilibrium geometry (wB97M-V/def2-TZVPD).

ΔE to the lowest compared entry with this formula, charge and spin   111.2 kcal/mol
SMILES   [H]/N=C\N1C[C@@H]1C(=S)S
HOMO-LUMO gap   8.383 eV
HOMO energy   -9.04 eV
2S+1   1
DFT total energy   -1061.7390 Eh

Geometry as XYZ:
```
14
Properties=species:S:1:pos:R:3:forces:R:3:nbo_charge:R:1
H -1.890 1.455 1.576 -0.3 3.3 -2.1 0.322
N -1.807 2.254 0.683 0.0 -5.1 2.2 -0.584
C -1.518 1.353 -0.177 -0.6 -1.0 -2.7 0.225
N -1.649 -0.138 -0.197 -3.3 1.3 0.9 -0.440
C -1.646 -1.285 0.807 0.0 0.3 2.2 -0.243
C -0.651 -1.064 -0.278 3.0 -1.1 -1.0 -0.175
C 0.750 -0.536 -0.225 1.2 -0.3 0.7 -0.262
S 2.052 -1.384 -0.785 -1.0 0.3 0.3 0.009
S 0.927 1.104 0.391 2.3 -0.8 0.0 0.099
H -1.210 1.532 -1.288 -0.6 0.4 2.1 0.200
H -2.363 -2.252 0.834 1.3 2.8 -0.8 0.245
H -1.359 -1.008 1.886 -0.2 -0.4 -1.8 0.211
H -0.542 -1.785 -1.078 -1.1 -0.3 -0.4 0.227
H 2.285 0.917 0.205 -0.8 0.5 0.3 0.167
```
Positions in Å, forces in eV/Å.

=====

Entry from the Open Molecules 2025 dataset: a 2-piece molecular cluster, C4H6N2S2 overall in a non-equilibrium geometry (wB97M-V/def2-TZVPD).

ΔE to the lowest compared entry with this formula, charge and spin   150.4 kcal/mol
HOMO-LUMO gap   7.801 eV
HOMO energy   -8.59 eV
2S+1   1
DFT total energy   -1061.6764 Eh

Geometry as XYZ:
```
14
Properties=species:S:1:pos:R:3:forces:R:3:nbo_charge:R:1
C -0.007 -2.247 0.879 -0.7 0.6 -4.6 -0.131
C -0.776 0.916 -0.365 -0.7 -1.3 -2.0 -0.328
C -0.184 1.141 -1.793 -1.4 1.0 0.1 -0.252
C 1.094 0.277 1.107 -0.9 3.7 0.2 -0.038
H 0.291 -3.321 0.441 -0.9 1.9 2.1 0.223
H -0.790 -1.899 2.134 3.0 -1.1 -4.2 0.267
H -0.780 1.897 0.153 0.0 -1.0 0.0 0.286
H -1.831 0.546 -0.650 1.5 0.4 1.2 0.237
H 0.862 1.476 -1.854 -0.3 -0.5 -0.1 0.211
H 1.924 -0.404 1.235 -0.3 -0.4 0.1 0.218
N 0.204 -1.424 -0.264 -1.9 -1.8 7.8 -0.245
N 0.012 -0.119 0.384 0.9 1.1 -1.3 -0.315
S -1.226 1.254 -3.061 1.4 -0.3 1.1 0.070
S 1.207 1.907 1.654 0.4 -2.4 -0.3 -0.203
```
Positions in Å, forces in eV/Å.

=====

Entry from the Open Molecules 2025 dataset: an isolated ion of composition C4H6N3 and charge +1 in a non-equilibrium geometry (wB97M-V/def2-TZVPD).

ΔE to the lowest compared entry with this formula, charge and spin   162.6 kcal/mol
HOMO-LUMO gap (spin up / spin down)   6.072 / 9.056 eV
HOMO energy (spin up / spin down)   -13.21 / -14.38 eV
Total charge   +1
2S+1   1
DFT total energy   -319.7725 Eh

Geometry as XYZ:
```
13
Properties=species:S:1:pos:R:3:forces:R:3:nbo_charge:R:1
C -0.814 1.248 0.391 1.3 -3.9 -0.6 0.307
C 0.134 0.814 -1.705 -0.5 0.0 0.2 0.524
C -0.312 0.079 1.282 -1.1 1.2 1.3 -0.590
C 0.464 -0.877 0.556 2.4 3.0 -0.8 -0.190
N -0.629 1.374 -0.852 0.5 0.9 0.1 -0.393
N 0.970 0.163 -3.788 3.4 -1.3 -0.1 -0.208
N 0.448 0.682 -2.842 -1.4 0.3 0.5 -0.040
H -1.487 1.876 0.769 -2.3 2.9 2.0 0.212
H 0.323 0.742 2.001 -0.9 -1.2 -0.6 0.302
H -1.181 -0.504 1.834 1.5 1.9 -0.9 0.290
H 0.014 -1.765 0.431 -0.9 -3.4 -0.6 0.194
H 1.370 -0.555 -0.002 -0.6 -0.7 0.6 0.196
H 0.648 0.261 -4.712 -1.4 0.4 -1.3 0.396
```
Positions in Å, forces in eV/Å.

=====

Entry from the Open Molecules 2025 dataset: an isolated ion of composition C4H6N3 and charge +1 in a non-equilibrium geometry (wB97M-V/def2-TZVPD).

ΔE to the lowest compared entry with this formula, charge and spin   198.9 kcal/mol
SMILES   c1c2n([NH+]3CC3)n1-2
HOMO-LUMO gap   9.647 eV
HOMO energy   -14.21 eV
Total charge   +1
2S+1   1
DFT total energy   -319.7146 Eh

Geometry as XYZ:
```
13
Properties=species:S:1:pos:R:3:forces:R:3:nbo_charge:R:1
C -2.730 -0.351 -0.157 3.1 1.1 0.9 -0.060
C -1.869 0.658 -0.475 1.8 1.7 -0.5 0.178
N -0.945 0.136 0.642 -0.4 0.4 1.9 -0.139
N 0.559 0.110 0.745 -1.5 1.0 -4.2 -0.237
C 1.432 -0.612 -0.208 1.1 1.5 0.8 -0.227
C 1.467 0.898 -0.259 -0.8 -0.6 -2.0 -0.214
N -1.613 -0.996 0.138 1.1 -1.6 0.6 -0.074
H -3.685 -0.595 -0.282 -3.5 -1.3 -0.7 0.255
H 0.911 0.181 1.679 -0.5 -0.1 0.9 0.454
H 1.049 -1.096 -1.048 -1.4 -0.6 -1.0 0.260
H 2.128 -1.247 0.306 0.7 0.3 0.2 0.252
H 2.296 1.467 0.131 -0.1 -0.1 0.7 0.258
H 0.999 1.447 -1.213 0.5 -1.6 2.6 0.295
```
Positions in Å, forces in eV/Å.

=====

Question: Which of these has the lowest ΔE to the lowest compared entry with this formula, charge and spin?
Answer: number 3

=====

Question: Which value of ΔE to the lowest compared entry with this formula, charge and spin does entry 6 give?
Answer: 150.4 kcal/mol